*one*
Formula: C2H4N2S
Source: OMol25
Level of theory: ωB97M-V with the def2-TZVPD basis set

Element x y z (Å)
1 C -1.41675 0.85686 0.08593
2 N -0.20599 1.28472 0.01357
3 N 0.84776 0.41538 -0.03675
4 C 0.65405 -1.06048 0.14139
5 S -1.38159 -0.87462 -0.06219
6 H -2.07661 1.66251 -0.16181
7 H 1.58973 0.78600 -0.51502
8 H 1.02376 -1.66512 -0.67847
9 H 0.96563 -1.40526 1.21336

- Kohn-Sham gap: 8.8 eV

*two*
Formula: C2H4N2S
Source: OMol25
Level of theory: ωB97M-V with the def2-TZVPD basis set

Element x y z (Å)
1 C -0.35179 1.53364 0.06403
2 N -0.94274 0.56518 0.62011
3 N -0.42025 -0.73508 0.45051
4 C 0.62922 -1.21804 -0.29854
5 S 1.59052 -0.44080 -1.33963
6 H 0.42859 1.39817 -0.65888
7 H -0.69115 2.57554 0.21103
8 H -0.90861 -1.37866 1.02545
9 H 0.66621 -2.29996 -0.07409

- Kohn-Sham gap: 8.9 eV

*two* is preferred energetically. Next in line: 0.0318 hartree higher.